(1)
The following is a DFT calculation (wB97M-V/def2-TZVPD) of a structure of composition Ag3F2Sr2 at a distorted geometry.

Geometry as XYZ:
```
7
Properties=species:S:1:pos:R:3:forces:R:3
Sr 0.686575 0.975472 1.912270 1.200 1.416 2.758
Sr -0.817007 2.022997 -1.411302 0.020 3.431 -2.436
Ag -0.506380 -1.352142 -1.959603 0.314 -1.343 -1.197
Ag -2.571932 -0.778766 0.421758 -1.745 -0.848 0.643
Ag 1.686312 -1.826334 0.821308 1.751 -0.543 -0.228
F 2.105923 0.701515 0.338738 -1.103 -1.225 -0.057
F -0.583490 0.257258 -0.123169 -0.437 -0.890 0.517
```
Positions in Å, forces in eV/Å.

Computed properties:
HOMO energy   -30.9 eV
Orbital gap   8.7106 eV
Charge   +5

So, what does the Löwdin scheme give us? The charges, in e, come out as:
1. Sr 1.7898
2. Sr 1.9352
3. Ag 0.9590
4. Ag 0.9633
5. Ag 0.9505
6. F -0.7077
7. F -0.8900



(2)
The following is a DFT calculation (wB97M-V/def2-TZVPD) of a structure of composition AgF6PSe.

Geometry as XYZ:
```
9
Properties=species:S:1:pos:R:3:forces:R:3
Ag 1.129200 -0.021600 0.938400 0.444 -0.022 -0.474
Se -0.488700 0.001900 2.621100 -0.653 0.020 0.672
F 1.742400 0.011500 -1.368600 0.096 -0.023 0.111
P 3.397900 0.007400 -1.391600 0.272 0.023 -0.231
F 3.356900 -1.592100 -1.619200 0.053 0.302 -0.040
F 5.005000 0.000100 -1.370100 -0.249 0.011 -0.017
F 3.362300 0.277500 -2.976300 0.045 -0.016 0.286
F 3.365000 1.594800 -1.069300 0.053 -0.279 -0.200
F 3.380600 -0.267200 0.243900 -0.060 -0.017 -0.108
```
Positions in Å, forces in eV/Å.

Computed properties:
HOMO energy (alpha / beta)   -5.0 / -4.6 eV
Orbital gap (alpha / beta)   8.1703 / 6.3836 eV
<S²>   0.753
Charge   -1
Multiplicity   2

Here are the natural (NBO) charges for atoms 1 to 8, given in e:
1. Ag 0.6711
2. Se -0.7156
3. F -0.6077
4. P 2.5957
5. F -0.5849
6. F -0.5814
7. F -0.5813
8. F -0.5869



(3)
The following is a DFT calculation (wB97M-V/def2-TZVPD) of a structure of composition AlB2H20O6 at a distorted geometry.

Geometry as XYZ:
```
29
Properties=species:S:1:pos:R:3:forces:R:3
Al -15.293568 4.983106 13.876499 -2.036 -0.694 0.891
B -18.036303 3.630485 13.858857 0.676 0.910 0.704
H -18.422734 4.537338 13.420090 -1.630 3.602 -1.636
H -17.632497 3.828556 14.839646 0.827 0.708 3.802
H -18.755639 2.832391 13.759621 -2.215 -2.809 -0.006
H -17.225568 3.255488 13.253610 3.906 -1.505 -2.902
B -15.062479 3.766853 16.687467 -1.459 -2.435 -2.358
H -14.777684 2.972867 17.360313 1.112 -2.731 2.692
H -15.178734 4.675249 17.258034 -0.409 4.804 3.467
H -14.243078 3.949049 16.009506 3.970 1.666 -2.946
H -15.991277 3.573720 16.173394 -3.577 -0.796 -1.730
O -17.101528 6.442913 11.931525 0.699 -0.462 0.613
H -17.046405 7.365778 11.683498 0.204 0.451 -0.136
H -17.991447 6.183109 11.693243 -0.290 -0.245 -0.055
O -17.337788 6.368857 15.508490 0.849 -0.511 -0.088
H -18.241414 6.063504 15.428213 -0.358 -0.244 -0.229
H -17.416859 7.288384 15.762364 0.147 0.586 0.040
O -18.279632 0.453747 14.249984 0.004 -0.320 -0.312
H -18.663301 1.239343 13.860297 0.038 -0.036 0.012
H -18.051037 0.715407 15.141902 0.076 -0.075 0.463
O -20.149727 2.814580 11.720562 -0.776 0.400 -0.264
H -20.171132 2.051044 12.297441 -0.064 -0.886 0.047
H -19.575638 3.436803 12.167215 0.611 0.530 0.080
O -17.643855 4.607572 18.034198 0.115 -0.394 0.766
H -17.177317 5.441759 18.086143 0.098 0.983 0.062
H -17.256277 4.162344 17.280685 0.151 -0.454 -0.945
O -20.667601 4.189786 14.580455 -0.967 0.951 0.118
H -21.229952 3.496709 14.234577 -0.981 -0.607 -0.123
H -19.777138 3.889841 14.397888 1.280 -0.387 -0.024
```
Positions in Å, forces in eV/Å.

Computed properties:
HOMO energy (alpha / beta)   -18.1 / -17.2 eV
Orbital gap (alpha / beta)   4.7789 / 3.6720 eV
<S²>   1.764
Charge   +2
Multiplicity   2

Here are the natural (NBO) charges for atoms 1 to 8, given in e:
1. Al 1.5302
2. B -0.8813
3. H 0.0318
4. H 0.0156
5. H 0.0008
6. H 0.0861
7. B -0.6055
8. H 0.1526



(4)
The following is a DFT calculation (wB97M-V/def2-TZVPD) of a structure of composition AlH28O14 at a distorted geometry.

Geometry as XYZ:
```
43
Properties=species:S:1:pos:R:3:forces:R:3
Al 0.168228 0.448000 -0.443047 0.034 0.271 -0.510
O -2.809429 0.491458 0.159690 0.934 -0.258 -0.275
H -3.460852 0.460703 -0.540970 -0.149 -0.060 -0.542
H -3.324392 0.567463 0.962977 0.069 0.347 0.504
O 1.528060 -1.858623 -2.215721 -0.166 0.681 0.583
H 1.210520 -2.729400 -2.454781 -0.251 -0.383 -0.004
H 2.292776 -1.720255 -2.774565 0.313 -0.048 -0.175
O 1.962928 1.555564 1.851215 -0.702 -0.224 -0.808
H 1.781729 1.584404 2.790665 -0.253 -0.115 0.451
H 2.905768 1.706402 1.783921 0.302 0.064 -0.115
O -0.926614 -0.716182 2.359577 0.268 1.017 -0.807
H -1.631328 -1.231143 1.966606 -0.358 -0.654 -0.214
H -0.752388 -1.147065 3.196369 0.068 0.011 0.260
O 1.076885 0.879154 -3.355709 -0.147 0.046 1.016
H 1.808883 0.355116 -3.680970 0.275 -0.168 -0.055
H 0.631223 1.185273 -4.145583 -0.330 0.174 -0.283
O 3.436207 0.630782 -0.872058 -1.027 0.136 -0.151
H 3.998209 1.010007 -0.196356 0.304 0.118 0.244
H 3.874011 -0.183840 -1.118970 0.238 -0.380 -0.089
O -3.397537 -2.334466 2.281105 0.622 0.246 -0.379
H -3.682640 -1.459085 2.019057 -0.447 0.106 0.056
H -4.179477 -2.739129 2.656650 -0.282 -0.314 0.268
O -1.356600 -2.325069 -0.281984 0.431 0.782 -0.122
H -2.255979 -2.583571 -0.483272 -0.531 -0.072 0.231
H -0.911178 -3.146796 -0.075598 0.361 -0.313 0.210
O -1.610470 -0.719849 -2.616961 0.141 0.702 0.970
H -2.031512 -1.535997 -2.347058 0.063 -0.384 0.208
H -1.536294 -0.791360 -3.568602 0.330 0.172 -0.510
O 1.535036 -1.737087 1.132270 -1.207 0.489 -1.826
H 1.328329 -1.550395 2.048056 -0.028 0.410 1.217
H 2.319035 -2.284935 1.170065 0.666 -0.062 -0.392
O -1.391952 2.376986 -2.107633 0.571 -0.545 0.836
H -1.303818 2.750260 -2.984631 0.273 0.029 -0.455
H -2.237152 2.698515 -1.793788 -0.400 -0.012 0.259
O -1.056257 2.854606 0.920136 0.194 -1.198 -0.367
H -1.373022 3.681527 0.556703 0.051 0.365 -0.463
H -0.921307 3.037189 1.850022 0.271 -0.056 0.489
O 1.549317 -1.605380 3.775779 -0.354 0.297 -0.280
H 2.254669 -1.897652 4.353096 0.429 -0.110 0.255
H 0.752679 -1.957161 4.173100 -0.041 -0.328 0.462
O 1.701707 3.020553 -1.196027 -0.523 -0.766 0.560
H 2.654987 3.099671 -1.231058 0.421 -0.285 -0.107
H 1.379012 3.860805 -1.521713 -0.432 0.271 -0.152
```
Positions in Å, forces in eV/Å.

Computed properties:
HOMO energy   -19.8 eV
Orbital gap   3.9771 eV
Energy relative to the best compared isomer or geometry (same formula, charge and spin)   75.5 kJ/mol
Charge   +3

Here are the natural (NBO) charges for atoms 1 to 8, given in e:
1. Al 1.9183
2. O -0.9412
3. H 0.5077
4. H 0.5053
5. O -0.9447
6. H 0.5072
7. H 0.4889
8. O -0.9315